C66H141F30N6P8 | ωB97M-V/def2-TZVPD

Output
charge = +1
lowest unoccupied orbital energy = -2.9 eV
energy relative to the best compared isomer or geometry (same formula, charge and spin) = 179.8 kcal/mol
E = -235513.527 eV
gap between HOMO and LUMO = 6.09 eV

Each line ends with the Löwdin charge.
Geometry (Å):
H (-2.61, 6.14, -10.22)  0.1077
P (-10.39, -0.86, -2.60)  0.1834
H (10.95, 2.27, -8.69)  0.0772
C (-1.35, -12.53, 0.68)  -0.2376
H (-1.25, -1.88, 2.00)  0.1247
H (0.77, 10.65, 7.68)  0.0849
H (-0.67, 11.54, 4.41)  0.1058
H (3.30, -13.96, -2.29)  0.0692
H (0.94, -15.38, 0.36)  0.0848
H (2.62, -5.21, -5.88)  0.0765
H (-2.83, 7.42, -11.41)  0.1043
F (-11.28, -1.33, -3.83)  -0.1629
H (-1.38, -12.89, 3.54)  0.1097
H (-13.83, 10.24, -1.78)  0.0688
C (1.51, 8.75, 7.60)  -0.2466
H (-1.22, -12.53, -0.40)  0.0951
H (-2.44, -14.88, 5.21)  0.1037
C (-2.20, -10.28, 0.15)  -0.3010
C (-0.87, -14.29, 6.21)  -0.1266
H (8.86, 0.93, -8.31)  0.1142
H (-2.81, -1.22, 4.54)  0.1346
N (-3.07, 0.43, 0.73)  -0.1349
C (11.52, -5.18, -3.02)  -0.0941
F (2.13, -5.17, 6.73)  -0.1927
H (2.28, 6.86, 9.57)  0.0743
H (11.00, -3.52, -6.20)  0.1019
H (2.26, -13.62, 2.03)  0.1079
H (9.67, -3.40, -3.52)  0.0855
H (-1.49, -14.38, 7.10)  0.0847
H (3.38, -3.91, -6.53)  0.0791
C (-0.90, -15.00, 3.76)  -0.2601
C (-14.52, 8.31, -2.50)  -0.1449
H (-1.18, -17.95, 1.54)  0.0658
C (-0.02, -15.33, 0.87)  -0.2958
F (-1.21, 2.04, -6.60)  -0.2569
F (-7.59, 8.19, 3.49)  -0.1927
C (3.58, -13.09, -0.33)  -0.2560
C (-0.99, -15.83, -0.15)  -0.2251
H (-0.43, 9.73, 7.07)  0.1142
H (7.44, -4.03, -6.48)  0.0937
N (-13.31, 8.06, -3.34)  -0.0233
H (-1.75, -10.98, 2.13)  0.1171
H (-0.49, -16.67, -0.64)  0.1211
H (-2.30, 0.93, 6.12)  0.0941
H (-0.09, -15.73, 3.69)  0.1043
C (6.24, -1.89, -0.35)  -0.1198
C (-1.41, -15.25, 5.21)  -0.2492
C (2.51, 8.22, 4.07)  -0.2140
H (10.28, -0.11, -8.60)  0.1112
C (1.33, 6.74, 9.06)  -0.1261
C (-2.14, -17.86, 1.04)  -0.0962
H (1.86, 16.10, 5.91)  0.0743
C (-4.85, 8.39, -9.09)  0.0159
F (-5.55, 6.10, 2.12)  -0.1767
C (1.32, 9.29, 3.98)  -0.2561
H (-3.68, 9.55, -5.52)  0.1344
H (2.45, 8.97, 8.11)  0.1142
F (-8.62, 0.73, 9.60)  -0.1773
F (-7.36, -0.57, 8.26)  -0.2123
F (1.88, -6.10, 4.60)  -0.1504
C (-2.92, 8.94, -6.01)  -0.2038
C (0.63, 14.36, 5.44)  -0.2612
H (3.80, -14.11, 0.00)  0.0980
C (2.07, -12.95, -0.02)  -0.2542
C (-2.45, 0.93, 5.04)  -0.0497
H (-0.29, 7.69, 8.43)  0.1113
H (-1.17, -0.73, 4.36)  0.1253
H (1.66, -12.16, -0.64)  0.1137
C (-11.86, 7.97, -5.08)  -0.0412
C (0.18, 12.99, 5.83)  -0.2863
P (0.23, 1.30, -7.18)  0.1860
C (4.03, -13.33, -1.77)  -0.1150
C (-1.37, -11.03, 1.11)  -0.2465
N (-2.44, -0.29, 2.77)  -0.0130
F (0.78, 2.78, -7.59)  -0.1876
H (4.37, 12.86, 5.37)  0.1115
C (3.15, 11.06, 5.86)  -0.2311
C (8.54, -1.30, -6.80)  -0.2322
H (-4.24, -10.11, -0.66)  0.0831
H (-4.28, 0.55, -0.88)  0.1114
H (-2.01, -18.62, 0.26)  0.0690
H (-4.12, -10.96, 0.86)  0.0871
C (9.83, 0.61, -7.93)  -0.2408
C (-4.75, 8.90, -7.81)  0.0160
F (1.64, 0.61, -7.45)  -0.1638
H (0.47, 6.67, 2.74)  0.0739
H (-3.54, 7.18, -5.15)  0.1002
F (-9.69, -2.30, -2.53)  -0.1562
N (-11.35, 7.06, -4.16)  -0.0565
H (-1.47, -16.26, 5.61)  0.1189
H (-3.47, 1.28, 4.87)  0.0752
H (-11.26, 8.21, -5.94)  0.1288
C (0.27, 11.95, 4.77)  -0.2203
H (4.08, 10.80, 3.36)  0.0863
H (2.98, 11.62, 6.78)  0.0876
H (0.60, 6.20, 9.66)  0.0850
C (10.61, -3.99, -5.29)  -0.2073
F (2.86, -7.28, 6.24)  -0.1652
F (-7.33, -2.21, 9.94)  -0.1816
H (3.79, 10.30, 6.31)  0.0974
C (-2.83, 7.87, -8.28)  0.0474
H (-15.37, 8.50, -3.15)  0.1193
C (3.38, -4.48, -5.60)  -0.1192
C (-3.24, 0.58, 2.08)  0.0184
F (-7.80, 6.55, 2.03)  -0.2219
H (12.61, -3.75, -4.30)  0.1012
H (3.11, 12.52, 4.26)  0.0929
H (6.33, -0.27, -1.54)  0.1266
C (-2.59, 7.70, -5.29)  -0.0619
H (1.49, -12.06, 2.04)  0.0974
H (3.88, -12.38, -2.28)  0.0691
H (-3.14, -16.43, -0.27)  0.1040
H (6.28, 11.49, 2.19)  0.0737
H (10.50, -0.44, -6.04)  0.1028
H (4.30, -12.41, 0.12)  0.1148
H (-2.22, -9.26, 0.54)  0.1256
H (5.40, 12.88, 2.50)  0.0649
H (5.23, -2.65, -4.95)  0.0990
C (1.50, 6.33, 2.75)  -0.1015
H (5.04, -13.72, -1.91)  0.0811
C (9.59, -0.16, -6.57)  -0.2351
H (-1.86, 1.70, 4.56)  0.0735
H (1.59, 5.50, 3.46)  0.0731
H (-3.65, -11.71, -0.63)  0.0684
C (5.90, 12.07, 3.03)  -0.0883
H (0.30, 8.90, 3.99)  0.0960
H (1.62, -13.75, -0.62)  0.0858
H (-2.82, -15.84, 1.17)  0.0855
H (-15.34, 9.76, -0.96)  0.0822
C (1.62, -12.96, 1.45)  -0.2275
H (-13.73, 9.27, -5.08)  0.1296
H (11.46, 2.03, -7.03)  0.0782
H (6.58, -1.37, 0.54)  0.0857
C (4.85, 11.35, 3.91)  -0.2517
F (-6.72, -0.05, 10.40)  -0.1770
H (-1.62, -10.23, -0.78)  0.1169
H (0.26, -16.06, 1.63)  0.0943
H (-2.20, -0.87, -0.61)  0.1449
H (6.67, 12.53, 3.65)  0.0763
C (6.72, -1.86, -2.79)  -0.2683
C (6.87, -1.22, -1.48)  -0.3159
H (8.98, -2.07, -7.43)  0.0879
C (2.69, 7.35, 2.73)  -0.2081
H (7.87, -0.88, -1.22)  0.1227
H (-9.74, 6.20, -3.15)  0.1071
F (0.90, -6.97, 7.60)  -0.2368
F (-5.24, 7.87, 3.72)  -0.2275
H (0.31, -13.19, 3.78)  0.1005
H (-1.22, -15.02, -0.84)  0.1052
N (-3.65, 7.72, -9.38)  -0.0794
H (9.94, -4.79, -5.60)  0.1008
H (6.92, -0.47, -4.28)  0.1098
F (0.76, 1.49, -5.68)  -0.2140
H (5.45, 10.64, 4.48)  0.1007
N (-3.46, 8.63, -7.30)  -0.0555
C (-3.59, -10.77, -0.08)  -0.1047
C (-13.06, 8.53, -4.67)  0.0189
F (0.01, -5.89, 5.92)  -0.1700
H (-2.26, -13.10, 0.90)  0.0944
H (12.32, -5.23, -5.02)  0.0973
H (2.61, 14.59, 6.41)  0.0539
C (-12.21, 7.23, -3.06)  0.0627
C (11.82, -4.49, -4.40)  -0.2155
F (-9.27, -1.32, 8.87)  -0.1945
H (2.42, 7.54, 4.92)  0.0861
H (-4.18, 6.46, -10.97)  0.1062
H (2.85, -3.96, -4.80)  0.0831
F (0.86, -8.03, 5.60)  -0.2431
H (-3.00, 1.81, -0.75)  0.1043
H (-0.43, -10.48, 1.07)  0.1204
H (-9.19, 6.79, -4.65)  0.0923
C (-0.58, -13.60, 3.30)  -0.2522
H (-5.34, 9.53, -7.16)  0.1321
H (-5.65, 8.50, -9.82)  0.1332
C (4.82, -4.82, -5.35)  -0.2419
C (-2.30, -16.45, 0.42)  -0.2482
H (0.61, 8.67, 9.65)  0.1191
H (10.03, 2.67, -7.35)  0.0734
C (-3.78, 1.27, -0.23)  0.0210
H (9.11, 0.46, -5.82)  0.0964
F (-6.67, 6.26, 4.04)  -0.1908
C (0.64, 9.85, 6.95)  -0.2551
C (-10.06, 6.32, -4.19)  0.0294
H (5.08, -5.45, -6.20)  0.1177
H (7.42, -4.49, -4.78)  0.0940
C (-2.42, -0.69, 0.44)  -0.0009
H (1.73, 5.87, 1.79)  0.0629
H (8.46, -0.61, -3.51)  0.1003
C (-2.19, -0.38, 4.25)  -0.1335
F (-11.47, -1.31, -1.51)  -0.1676
F (-6.21, 8.30, 1.54)  -0.1964
H (0.88, 14.37, 4.38)  0.1007
H (10.89, -4.59, -2.35)  0.0506
H (1.30, 15.34, 7.33)  0.0760
P (1.47, -6.53, 6.07)  0.1581
P (-8.01, -0.74, 9.75)  0.1427
P (8.25, -2.21, -5.18)  1.0658
C (9.78, -2.94, -4.50)  -0.2892
H (-12.04, 6.72, -2.12)  0.1657
H (-3.84, 1.33, 2.57)  0.1630
C (0.68, 8.07, 8.75)  -0.2474
F (-0.43, 1.01, -8.65)  -0.1649
H (-1.91, 6.94, -5.67)  0.0902
H (1.34, 9.84, 3.04)  0.0924
H (0.81, 12.37, 3.92)  0.0749
H (1.88, 8.01, 6.88)  0.0767
H (-4.51, 2.00, 0.12)  0.1134
H (-0.97, -13.23, 5.97)  0.0786
H (7.11, -2.87, -2.71)  0.1133
H (-3.04, -18.22, 1.53)  0.0794
H (6.53, -2.91, -0.11)  0.0840
F (-9.31, -0.22, -3.72)  -0.2311
H (0.17, -14.56, 6.41)  0.0827
C (3.84, 12.03, 4.90)  -0.2411
F (-0.27, -0.09, -6.51)  -0.1988
H (5.02, -5.13, -4.33)  0.1117
F (-8.79, -0.84, 11.21)  -0.2001
H (-0.20, 15.05, 5.32)  0.1107
H (-1.55, -15.53, 3.07)  0.0833
C (5.63, -3.50, -5.50)  -0.2602
H (-1.93, 7.28, -8.24)  0.1671
C (-14.39, 9.41, -1.35)  -0.0441
F (-11.25, 0.57, -2.54)  -0.2414
H (10.46, -2.10, -4.36)  0.0907
C (10.65, 1.85, -7.73)  -0.1286
C (7.59, -1.19, -3.81)  -0.2753
H (-0.89, 13.10, 5.96)  0.1212
H (-13.79, 8.95, -0.57)  0.0752
H (5.47, -3.21, -6.54)  0.1043
H (10.87, -6.05, -3.14)  0.0705
P (-6.48, 7.24, 2.77)  0.2060
H (0.46, 12.65, 6.83)  0.1016
C (-3.29, 6.92, -10.55)  0.0129
F (-9.42, -0.19, -1.40)  -0.2241
H (3.42, 8.79, 4.27)  0.0658
P (1.39, 10.46, 5.37)  1.1095
H (5.15, -1.89, -0.38)  0.0903
H (7.63, -0.98, -7.31)  0.1069
H (12.36, -5.52, -2.41)  0.0753
H (-10.09, 5.39, -4.77)  0.1078
P (-0.10, -13.63, 1.54)  1.0756
C (1.65, 15.11, 6.32)  -0.0856
H (3.69, 6.92, 2.65)  0.1026
H (5.68, -1.95, -3.11)  0.1206
H (1.67, 6.15, 8.21)  0.0738
C (-1.91, -1.09, 1.70)  0.0281
H (-2.09, 9.63, -6.19)  0.1379
C (7.16, -3.70, -5.48)  -0.2570
H (2.61, 8.01, 1.86)  0.0944
H (-2.01, 8.00, -4.41)  0.0951
H (-14.84, 7.41, -1.96)  0.1221